Version one
ORCA calculation (ωB97M-V with the def2-TZVPD basis set) on C3H7IN as an isolated structure.

Cartesian coordinates (Å):
C (0.832, -0.811, 0.475)
C (0.162, -0.630, -0.884)
C (-0.391, 0.589, 0.906)
N (-0.608, 0.623, -0.598)
I (0.199, 2.370, 1.610)
H (0.401, -1.639, 1.126)
H (1.914, -0.525, 0.535)
H (0.832, -0.383, -1.653)
H (-0.213, -1.615, -1.221)
H (-1.072, 0.059, 1.453)
H (-0.440, 1.495, -1.107)
H (-1.615, 0.464, -0.642)

## Properties
Charge ... +1
Highest occupied orbital energy ... -0.5021 hartree
Orbital gap ... 9.82 eV

Atom charges from the natural (NBO) analysis, given in e for atoms 1 to 6:
1. C -0.354
2. C -0.275
3. C -0.267
4. N -0.547
5. I 0.308
6. H 0.244

=====

Version two
ORCA calculation (ωB97M-V with the def2-TZVPD basis set) on an isolated ion of composition C3H7IN and charge +1.

Cartesian coordinates (Å):
C (-1.174, -0.347, 0.107)
C (0.020, 0.341, -0.636)
N (1.230, 0.624, 0.260)
C (1.286, -0.365, -0.824)
I (2.583, 0.234, -2.513)
H (-0.933, -1.120, 0.884)
H (-1.566, -1.048, -0.676)
H (-2.033, 0.289, 0.656)
H (-0.350, 1.166, -1.153)
H (1.812, 1.476, 0.126)
H (1.116, 0.314, 1.184)
H (1.194, -1.415, -0.529)

## Properties
Charge ... +1
Highest occupied orbital energy ... -0.5235 hartree
Orbital gap ... 9.77 eV
SMILES ... C[C@H]1[NH2+][C@@H]1I

Atom charges from the natural (NBO) analysis, given in e for atoms 1 to 6:
1. C -0.685
2. C -0.044
3. N -0.554
4. C -0.181
5. I 0.255
6. H 0.239

=====

It comes down to version two, which is 88.0 kJ/mol more stable than the next structure.

=====

Version one
ORCA calculation (ωB97M-V with the def2-TZVPD basis set) on a 2-piece molecular cluster, C12H18O2 overall.

Cartesian coordinates (Å):
C (-3.371, -1.506, 0.211)
C (-3.467, -0.005, -0.486)
C (-2.453, 0.901, 0.237)
C (-1.239, 0.177, 0.734)
C (0.650, -0.928, -0.107)
C (0.884, -2.166, -0.338)
C (2.103, -2.840, -0.162)
C (3.275, -2.101, 0.231)
C (3.145, -0.717, 0.300)
C (1.786, -0.203, 0.243)
C (1.757, 1.954, -0.669)
C (1.681, 3.381, -0.047)
H (-2.148, -1.989, -0.452)
H (-4.292, -2.214, -0.111)
H (-3.345, -1.638, 1.448)
H (-4.486, 0.407, -0.464)
H (-3.293, -0.108, -1.591)
H (-3.113, 1.250, 1.084)
H (-1.998, 1.738, -0.231)
H (-1.628, -0.495, 1.423)
H (-0.701, 0.967, 1.402)
H (0.191, -2.886, -0.867)
H (2.243, -3.795, -0.468)
H (4.294, -2.431, 0.120)
H (3.907, 0.035, 0.487)
H (2.615, 1.614, -1.260)
H (0.756, 1.875, -1.177)
H (2.128, 4.279, -0.735)
H (2.352, 3.193, 0.938)
H (0.529, 3.542, 0.232)
O (-0.546, -0.382, -0.316)
O (1.786, 1.090, 0.392)

## Properties
Highest occupied orbital energy ... -0.3101 hartree
Orbital gap ... 9.36 eV

Atom charges from the natural (NBO) analysis, given in e for atoms 1 to 6:
1. C -0.662
2. C -0.413
3. C -0.424
4. C -0.064
5. C 0.203
6. C -0.220

=====

Version two
ORCA calculation (ωB97M-V with the def2-TZVPD basis set) on an isolated molecule of C12H18O2.

Cartesian coordinates (Å):
C (1.168, 1.238, -0.022)
C (1.494, 2.086, 0.969)
C (-0.361, 1.028, -0.211)
C (1.985, 0.250, -0.686)
C (-0.803, -0.067, 0.688)
C (-0.755, -0.326, -0.895)
C (-0.023, -1.175, 0.097)
C (-1.310, 2.222, -0.359)
C (-1.907, -0.003, 1.708)
C (-1.985, -0.449, -1.760)
C (-0.084, -2.623, 0.301)
C (3.157, -0.466, -0.153)
O (1.685, -0.157, -2.011)
O (2.918, -0.912, 1.209)
H (2.479, 2.341, 1.329)
H (0.780, 2.714, 1.428)
H (-0.839, 3.002, -1.012)
H (-1.411, 2.565, 0.708)
H (-2.273, 1.957, -0.644)
H (-2.717, -0.730, 1.527)
H (-2.266, 0.980, 1.750)
H (-1.467, -0.288, 2.689)
H (-2.276, -1.497, -1.600)
H (-1.787, -0.468, -2.802)
H (-2.843, 0.279, -1.559)
H (-0.772, -3.050, -0.493)
H (-0.601, -2.857, 1.239)
H (0.892, -3.211, 0.336)
H (3.932, 0.299, -0.116)
H (3.206, -1.367, -0.835)
H (0.753, -0.181, -2.102)
H (2.031, -1.132, 1.282)

## Properties
Highest occupied orbital energy (alpha / beta) ... -0.2466 / -0.2479 hartree
Orbital gap (alpha / beta) ... 7.22 / 7.32 eV

Atom charges from the natural (NBO) analysis, given in e for atoms 1 to 6:
1. C -0.081
2. C -0.387
3. C -0.022
4. C 0.318
5. C 0.000
6. C -0.087

=====

It comes down to version one, which is 52.5 kJ/mol more stable than the next structure.

=====

Version one
ORCA calculation (ωB97M-V with the def2-TZVPD basis set) on an isolated ion of composition C9H11N2O and charge +1.

Cartesian coordinates (Å):
C (2.922, -0.433, 0.957)
C (1.497, 0.106, 1.159)
N (1.531, 1.490, 0.621)
C (0.803, 2.157, -0.269)
N (-0.297, 1.764, -0.882)
C (-0.910, 0.587, -0.778)
C (-1.867, 0.258, -1.742)
C (-2.673, -0.862, -1.737)
C (-2.543, -1.763, -0.639)
C (-1.605, -1.521, 0.300)
C (-0.701, -0.366, 0.390)
O (0.621, -0.813, 0.561)
H (3.562, 0.357, 0.939)
H (2.989, -1.065, 0.182)
H (3.239, -1.181, 1.768)
H (1.331, 0.441, 2.243)
H (2.199, 2.136, 0.988)
H (1.168, 3.269, -0.445)
H (-2.015, 0.941, -2.657)
H (-3.373, -0.857, -2.480)
H (-3.118, -2.587, -0.604)
H (-1.598, -2.359, 0.973)
H (-1.165, 0.302, 1.152)

## Properties
Charge ... +1
Highest occupied orbital energy ... -0.4772 hartree
Orbital gap ... 7.36 eV
SMILES ... C[C@H]1[NH+]=CN=C2C=CC=C[C@H]2O1

Atom charges from the natural (NBO) analysis, given in e for atoms 1 to 6:
1. C -0.615
2. C 0.258
3. N -0.541
4. C 0.385
5. N -0.535
6. C 0.375

=====

Version two
ORCA calculation (ωB97M-V with the def2-TZVPD basis set) on an isolated ion of composition C9H11N2O and charge +1.

Cartesian coordinates (Å):
C (2.609, -0.708, -1.012)
C (1.672, -0.213, 0.122)
N (1.544, 1.296, 0.253)
C (0.603, 2.265, 0.197)
N (-0.696, 2.217, 0.037)
C (-1.336, 1.093, -0.126)
C (-2.732, 1.141, -0.456)
C (-3.550, 0.080, -0.510)
C (-3.115, -1.197, -0.088)
C (-1.828, -1.379, 0.401)
C (-0.782, -0.296, 0.362)
O (0.529, -0.995, 0.168)
H (1.951, -1.050, -1.813)
H (3.254, -1.554, -0.732)
H (3.345, 0.052, -1.372)
H (2.174, -0.410, 1.065)
H (2.476, 1.672, 0.525)
H (0.969, 3.337, 0.358)
H (-3.182, 2.201, -0.505)
H (-4.601, 0.088, -0.985)
H (-3.655, -2.191, -0.071)
H (-1.150, -2.281, 0.599)
H (-0.911, -0.032, 1.467)

## Properties
Charge ... +1
Highest occupied orbital energy ... -0.4752 hartree
Orbital gap ... 7.45 eV
SMILES ... C[C@H]1[NH+]=CN=C2C=CC=C[C@H]2O1

Atom charges from the natural (NBO) analysis, given in e for atoms 1 to 6:
1. C -0.650
2. C 0.271
3. N -0.553
4. C 0.381
5. N -0.524
6. C 0.348

=====

It comes down to version one, which is 49.8 kJ/mol more stable than the next structure.

=====

Version one
ORCA calculation (ωB97M-V with the def2-TZVPD basis set) on a 2-piece molecular cluster, CH2FN2O2 overall.

Cartesian coordinates (Å):
C (-0.583, 0.914, 0.712)
N (1.012, -0.518, -1.101)
N (0.721, -1.600, -0.683)
O (-0.835, 2.023, 0.403)
O (0.214, 0.274, 1.351)
F (-1.609, -0.050, -0.076)
H (0.890, 0.480, -0.774)
H (0.189, -1.522, 0.167)

## Properties
Charge ... -1
Highest occupied orbital energy ... -0.1516 hartree
Orbital gap ... 8.59 eV

Atom charges from the natural (NBO) analysis, given in e for atoms 1 to 6:
1. C 1.019
2. N -0.351
3. N -0.296
4. O -0.686
5. O -0.734
6. F -0.594

=====

Version two
ORCA calculation (ωB97M-V with the def2-TZVPD basis set) on a 2-piece molecular cluster, CH2FN2O2 overall.

Cartesian coordinates (Å):
C (-0.290, 0.021, -1.899)
N (0.346, 0.181, 2.435)
N (1.164, -0.344, 1.742)
O (0.571, -0.707, -1.534)
O (-0.673, 0.660, -2.865)
F (-1.378, 0.342, -0.690)
H (-0.586, 0.182, 2.139)
H (0.847, -0.335, 0.672)

## Properties
Charge ... -1
Highest occupied orbital energy ... -0.1872 hartree
Orbital gap ... 9.53 eV

Atom charges from the natural (NBO) analysis, given in e for atoms 1 to 6:
1. C 1.044
2. N -0.343
3. N -0.304
4. O -0.701
5. O -0.705
6. F -0.626

=====

It comes down to version two, which is 25.8 kJ/mol more stable than the next structure.